[1]
# C32H28N6O2RhS2Se2

A structure of composition C32H28N6O2RhS2Se2 (ωB97M-V/def2-TZVPD, the Open Molecules 2025 dataset).

Geometry as XYZ:
```
73
Properties=species:S:1:pos:R:3:lowdin_charge:R:1
Rh -0.31197 -0.70200 0.08787 1.12
Se -1.70657 -1.22020 3.58587 0.74
Se -2.50977 0.03820 1.84527 0.74
C -1.30167 1.57660 1.93017 -0.61
C -1.63807 2.77460 2.54017 -0.06
C -0.68617 3.78400 2.53737 -0.02
C 0.54563 3.55130 1.94107 -0.01
C 0.77833 2.32140 1.34427 -0.10
N -0.13897 1.36540 1.34017 -0.04
C -1.20307 -2.80780 2.62097 -0.65
C -1.57777 -4.02300 3.18127 -0.09
C -1.15167 -5.18700 2.57577 -0.03
C -0.31707 -5.08920 1.47127 -0.03
C 0.00313 -3.83120 0.98737 -0.14
N -0.47307 -2.71220 1.52137 -0.03
H -2.60487 2.90190 3.00367 0.12
H -0.90217 4.73690 2.99737 0.12
H 1.31923 4.30210 1.95087 0.12
H 1.71393 2.09870 0.84557 0.13
H -2.18517 -4.03920 4.07327 0.11
H -1.45047 -6.14870 2.96287 0.12
H 0.09173 -5.97560 1.01267 0.12
H 0.69613 -3.70120 0.16657 0.12
C -1.44617 2.22790 -1.40663 -0.17
N -1.49047 0.79180 -1.25823 -0.05
C -2.34877 0.13100 -1.96753 -0.13
C -2.32617 -1.26790 -2.04183 -0.36
C -3.06597 -2.11080 -2.89483 -0.03
C -2.50267 -3.36170 -2.78263 -0.07
C -1.45027 -3.24310 -1.85133 -0.15
N -1.35637 -2.00590 -1.39103 -0.03
C -2.73937 2.96930 -1.12103 -0.21
C -2.95197 4.20220 -1.72893 -0.04
C -4.07667 4.95220 -1.43283 -0.07
C -4.99627 4.49540 -0.50343 -0.08
C -4.80287 3.26350 0.09547 -0.07
C -3.69077 2.50510 -0.22493 -0.08
H -1.12517 2.46230 -2.43153 0.13
H -0.66757 2.61460 -0.73813 0.11
H -3.06557 0.65110 -2.60573 0.16
H -3.89627 -1.79900 -3.49673 0.11
H -2.77097 -4.25500 -3.31053 0.10
H -0.78617 -4.02540 -1.53363 0.10
H -2.23627 4.57840 -2.44523 0.12
H -4.23427 5.90130 -1.92293 0.11
H -5.86397 5.08470 -0.25123 0.11
H -5.51027 2.88250 0.81697 0.11
H -3.58567 1.52480 0.22367 0.01
O 2.61413 -0.60420 3.74157 0.06
C 3.77543 -0.58500 3.07667 -0.26
C 4.96673 -0.50330 3.80187 -0.01
C 6.18073 -0.48750 3.15287 -0.07
C 6.24533 -0.56140 1.76277 -0.08
C 5.08433 -0.62450 1.02907 -0.03
C 3.84133 -0.63120 1.66777 -0.09
C 2.61763 -0.68440 0.87137 -0.43
O 1.48583 -0.80770 1.43047 -0.17
N 2.76263 -0.57630 -0.44253 -0.02
N 1.64183 -0.54970 -1.16373 -0.14
C 1.84973 -0.51440 -2.44323 -0.90
S 0.58983 -0.42520 -3.62193 0.96
C 1.73373 -0.02830 -5.00603 -0.48
C 3.03153 -0.76230 -4.76903 -0.50
S 3.50363 -0.54430 -3.01743 0.97
H 1.88973 -0.69320 3.07897 0.07
H 4.90253 -0.44970 4.87667 0.12
H 7.08983 -0.41500 3.72977 0.11
H 7.20203 -0.55730 1.26607 0.10
H 5.09483 -0.67860 -0.04813 0.10
H 1.87303 1.05420 -5.02773 0.08
H 1.25343 -0.35310 -5.92633 0.08
H 3.83773 -0.36800 -5.38453 0.08
H 2.93013 -1.83300 -4.95333 0.08
```

For the relative energy (zero: lowest compared OMol25 entry of this formula, charge and spin), the calculation gives 109.0 kJ/mol. Its net charge is +1. The calculation puts the highest occupied orbital energy (spin up / spin down) at -9.902 / -9.899 eV. The value obtained for the HOMO-LUMO gap (spin up / spin down) is 5.30 / 5.23 eV. For the LUMO energy (spin up / spin down), the calculation gives -4.6 / -4.7 eV.

[2]
# C32H28N6O6S3Sc

A structure of composition C32H28N6O6S3Sc (ωB97M-V/def2-TZVPD, the Open Molecules 2025 dataset).

Geometry as XYZ:
```
76
Properties=species:S:1:pos:R:3:lowdin_charge:R:1
Sc 0.15268 0.09276 0.50873 0.86
C -0.99873 1.86684 -2.60462 -0.01
C -1.53044 2.52959 -1.36661 -0.29
C -2.58083 3.43096 -1.49979 -0.01
C -3.08464 4.05432 -0.38660 -0.02
C -2.50259 3.78857 0.84140 0.01
C -1.46058 2.89011 0.90500 -0.20
N -0.98510 2.24731 -0.17388 0.11
C -0.80146 2.58386 2.19789 -0.19
C -1.25178 3.11219 3.39344 0.02
C -0.68446 2.67850 4.57426 0.00
C 0.35883 1.77565 4.53220 0.02
C 0.81900 1.35843 3.29679 -0.19
N 0.23196 1.73695 2.15712 0.09
C 2.01111 0.48517 3.17372 -0.19
C 2.94516 0.47674 4.19238 0.00
C 4.07584 -0.30343 4.05446 -0.02
C 4.22079 -1.04432 2.90354 0.00
C 3.24735 -0.99144 1.91311 -0.28
C 3.42083 -1.83068 0.69142 -0.02
N 2.15070 -0.22029 2.03533 0.09
H -1.20916 2.48806 -3.47529 0.09
H -1.46529 0.89337 -2.77047 0.07
H 0.07290 1.73267 -2.51762 0.04
H -3.00116 3.61014 -2.48276 0.13
H -3.91608 4.74332 -0.46110 0.12
H -2.86690 4.28796 1.72625 0.11
H -2.06244 3.82314 3.41562 0.11
H -1.06090 3.03678 5.52314 0.13
H 0.78990 1.38729 5.44335 0.12
H 2.80965 1.09660 5.06746 0.12
H 4.82927 -0.32685 4.83359 0.12
H 5.08770 -1.67351 2.75468 0.12
H 4.30093 -2.46256 0.78333 0.09
H 3.51427 -1.20633 -0.19367 0.05
H 2.55217 -2.46183 0.55166 0.06
C 3.72596 2.93794 -2.87925 -0.02
N 3.08594 1.67923 -3.25688 -0.11
C 3.15411 1.11509 -4.52054 -0.02
C 2.46795 -0.02802 -4.47829 -0.02
N 1.98480 -0.17633 -3.17324 0.03
C 2.38609 0.88644 -2.41608 -0.66
S 2.16998 1.27796 -0.77722 0.75
C 1.19403 -1.32626 -2.80626 -0.26
C 0.38918 -1.90010 -3.77386 0.00
C -0.24226 -3.09171 -3.46742 -0.03
C -0.04042 -3.65518 -2.22182 -0.03
C 0.72972 -2.95817 -1.31440 -0.12
N 1.33043 -1.79695 -1.58574 0.11
H 3.73346 3.59523 -3.74418 0.10
H 4.74667 2.76362 -2.54186 0.10
H 3.16258 3.39549 -2.07358 0.06
H 3.69015 1.58013 -5.33046 0.13
H 2.31530 -0.77867 -5.23253 0.13
H 0.22864 -1.41725 -4.72752 0.12
H -0.89713 -3.55807 -4.19215 0.13
H -0.50198 -4.59186 -1.94133 0.12
H 0.84076 -3.32795 -0.30384 0.11
O -0.16565 -1.77290 1.49191 -0.36
S -1.45784 -1.38240 2.13108 0.56
O -1.48188 -1.57458 3.54310 -0.24
O -1.68587 0.00994 1.66732 -0.34
C -2.74535 -2.31893 1.39438 -0.23
C -3.41418 -3.22496 2.20491 -0.04
C -4.50037 -3.91829 1.70232 -0.05
C -4.92124 -3.69803 0.40067 -0.04
C -4.25744 -2.79377 -0.41454 -0.04
C -3.16103 -2.09065 0.07276 -0.20
S -2.53551 -0.87192 -1.08733 0.55
O -2.65320 -1.48261 -2.38094 -0.27
O -3.29911 0.31746 -0.84853 -0.24
O -1.05246 -0.66063 -0.78880 -0.43
H -3.07379 -3.36443 3.22325 0.12
H -5.02422 -4.62618 2.33213 0.12
H -5.77960 -4.23141 0.01253 0.12
H -4.57370 -2.62637 -1.43523 0.12
```

For the relative energy (zero: lowest compared OMol25 entry of this formula, charge and spin), the calculation gives 55.3 kJ/mol. Its net charge is +1. The calculation puts the highest occupied orbital energy at -10.899 eV. The value obtained for the HOMO-LUMO gap is 8.09 eV. For the LUMO energy, the calculation gives -2.8 eV.

[3]
# C32H29BF6N7O5S4SbTl

A structure of composition C32H29BF6N7O5S4SbTl (ωB97M-V/def2-TZVPD, the Open Molecules 2025 dataset).

Geometry as XYZ:
```
86
Properties=species:S:1:pos:R:3:lowdin_charge:R:1
Tl -0.95330 0.16803 0.59029 0.73
N -0.00162 4.71902 1.25133 0.07
C -0.64465 3.63391 0.75416 -0.93
S -1.71423 2.78378 1.79488 0.50
N -0.39982 3.41120 -0.53566 -0.02
N -0.89522 2.26797 -0.98949 -0.12
C -1.01055 2.07929 -2.24479 -0.12
C -1.60318 0.82008 -2.71703 -0.27
C -1.83940 0.60837 -4.07598 -0.03
C -2.50749 -0.53658 -4.47527 -0.07
C -2.91390 -1.45648 -3.51855 -0.06
C -2.59052 -1.20320 -2.19520 -0.11
N -1.95701 -0.09952 -1.80448 0.03
H -0.02610 4.85087 2.24507 0.07
H 0.76157 5.10839 0.72369 0.09
H -0.74332 2.85089 -2.96751 0.12
H -1.50848 1.34935 -4.79522 0.11
H -2.71044 -0.71307 -5.52471 0.10
H -3.45324 -2.35624 -3.78623 0.10
H -2.85202 -1.90606 -1.40607 0.12
S 1.00638 -1.92671 1.37737 0.62
C 2.62085 -1.69854 0.75928 -0.68
C 3.66493 -2.21490 1.54856 -0.12
C 4.98650 -2.14876 1.14780 -0.09
C 5.32479 -1.53029 -0.04920 -0.10
C 4.31989 -0.99059 -0.83223 -0.11
C 2.98458 -1.07701 -0.44723 -0.55
S 1.79015 -0.40554 -1.59773 1.01
H 3.40187 -2.67409 2.49547 0.09
H 5.75929 -2.56617 1.78318 0.10
H 6.35680 -1.47600 -0.37235 0.10
H 4.56404 -0.50357 -1.76927 0.10
F -3.20252 -1.52756 1.28296 -0.45
Sb -3.66485 -2.90347 2.51856 1.34
F -3.09739 -4.17377 1.23771 -0.38
F -5.39753 -2.93129 1.75368 -0.38
F -4.16366 -4.29739 3.69610 -0.38
F -4.22654 -1.61402 3.77469 -0.37
F -1.92978 -2.85470 3.25567 -0.38
O 8.09459 5.79810 3.70198 -0.37
S 6.80250 6.42927 3.48768 0.38
O 6.36111 6.45679 2.10868 -0.38
O 6.59466 7.66531 4.21840 -0.38
C 5.67903 5.25059 4.31427 -0.34
N 5.77344 5.18060 5.64794 0.11
C 5.01914 4.26327 6.23542 -0.13
C 4.16651 3.42310 5.53753 -0.01
C 4.10031 3.60624 4.16460 -0.22
N 4.86670 4.51495 3.56077 0.16
C 3.18041 2.82422 3.28441 -0.14
C 3.28434 2.94200 1.90396 0.00
C 2.41203 2.22382 1.10550 -0.13
N 1.46433 1.41698 1.58648 0.00
C 1.36952 1.30077 2.90943 -0.18
C 2.19535 1.97857 3.78920 0.00
H 5.09763 4.19900 7.31746 0.10
H 3.59134 2.66313 6.05067 0.10
H 4.03601 3.60291 1.48914 0.12
H 2.46038 2.30249 0.02298 0.11
H 0.59237 0.64153 3.28424 0.09
H 2.04506 1.85540 4.85407 0.10
C -0.62465 -8.38571 -4.22736 -0.06
C 0.68829 -7.76385 -3.74289 -0.56
C 1.81742 -8.14822 -4.71642 -0.05
C 1.00792 -8.34944 -2.36349 -0.07
C 0.59912 -6.23407 -3.70376 -0.17
C -0.03675 -5.53749 -4.73404 -0.04
C -0.10687 -4.14354 -4.77304 0.02
C 0.50039 -3.45884 -3.75032 -0.19
O 0.59568 -2.10351 -3.53150 0.15
B 1.32633 -1.97834 -2.35143 -0.85
O 1.68614 -3.22731 -1.85610 0.17
C 1.15363 -4.13399 -2.73600 -0.17
C 1.21586 -5.50475 -2.67998 0.08
H -0.53757 -9.47511 -4.22008 0.08
H -0.87058 -8.08283 -5.24653 0.07
H -1.45291 -8.10098 -3.57347 0.10
H 1.94767 -9.23617 -4.74774 0.08
H 2.76003 -7.69277 -4.40337 0.09
H 1.59041 -7.79560 -5.72596 0.08
H 0.91942 -9.43772 -2.39782 0.08
H 0.31531 -7.97233 -1.60733 0.10
H 2.02673 -8.11239 -2.05036 0.08
H -0.49528 -6.08839 -5.54800 0.10
H -0.62729 -3.62745 -5.57122 0.12
H 1.71922 -5.97646 -1.84573 0.13
```

For the relative energy (zero: lowest compared OMol25 entry of this formula, charge and spin), the calculation gives 14.5 kJ/mol. The expectation value of S² is 0.763. Its net charge is -2. The calculation puts the highest occupied orbital energy (spin up / spin down) at -3.513 / -3.802 eV. The value obtained for the HOMO-LUMO gap (spin up / spin down) is 6.60 / 5.53 eV. Its spin multiplicity is 2. For the LUMO energy (spin up / spin down), the calculation gives 3.1 / 1.7 eV.

[4]
# C32H29BF8O2S

A cluster of 2 separate species, C32H29BF8O2S in total (ωB97M-V/def2-TZVPD, the Open Molecules 2025 dataset).

Geometry as XYZ:
```
73
Properties=species:S:1:pos:R:3:lowdin_charge:R:1
C -3.85289 -0.93440 2.23329 -0.01
C -3.28985 -0.70346 0.83154 -0.47
C -3.99455 0.49594 0.23044 -0.01
O -1.93089 -0.32017 1.02326 0.12
B -1.15340 -1.44509 0.76248 -0.60
C 0.34803 -0.76757 0.62805 -0.06
C 0.51407 -0.70413 2.14255 -0.18
C 0.75203 0.43702 2.92351 -0.02
C 0.71546 0.34574 4.32153 -0.06
C 0.47799 -0.87148 4.96671 -0.01
C 0.28576 -1.99716 4.16939 -0.23
F 0.00719 -3.20434 4.75243 0.04
C 0.32037 -1.94030 2.78523 0.04
C 1.38540 -1.70636 0.05031 -0.18
C 2.74388 -1.37693 0.17147 -0.04
C 3.74384 -2.26903 -0.21329 -0.07
C 3.41355 -3.54871 -0.67708 -0.01
C 2.06234 -3.85910 -0.79792 -0.23
F 1.70800 -5.12133 -1.21553 0.03
C 1.04438 -2.95580 -0.48318 0.05
O -1.83579 -2.52660 0.30062 0.14
C -3.16998 -2.03110 -0.03642 -0.42
C -4.12845 -3.14120 0.34824 -0.01
C -3.22326 -1.68455 -1.52055 0.00
H -4.92954 -1.14159 2.19927 0.09
H -3.34481 -1.75680 2.75725 0.10
H -3.68235 -0.01704 2.81294 0.10
H -5.03097 0.23856 -0.00329 0.09
H -4.00441 1.30107 0.97480 0.10
H -3.51037 0.87565 -0.67727 0.08
H 0.36521 0.21537 0.14972 0.14
H 0.96734 1.38404 2.41918 0.11
H 0.86937 1.25433 4.90547 0.11
H 0.45657 -0.96166 6.05323 0.12
H 0.19679 -2.85742 2.20815 0.14
H 3.00565 -0.41581 0.61525 0.11
H 4.79263 -1.96904 -0.13132 0.11
H 4.17321 -4.29044 -0.93438 0.12
H 0.01278 -3.24920 -0.61656 0.12
H -5.17859 -2.82847 0.30128 0.10
H -3.99540 -3.98325 -0.34059 0.10
H -3.93866 -3.49241 1.37311 0.09
H -4.22669 -1.32293 -1.77903 0.10
H -2.49514 -0.91268 -1.80904 0.10
H -3.00058 -2.57046 -2.12609 0.10
C -3.09498 4.78630 -2.28798 -0.11
C -2.04284 3.75298 -2.19775 -0.59
C -1.84975 2.70866 -3.08542 -0.13
C -0.62131 2.03230 -2.87738 -0.10
C 0.15789 2.60107 -1.87033 -0.47
C 1.51115 2.24304 -1.53823 -0.21
C 2.12263 2.75080 -0.37692 0.02
C 3.44205 2.44286 -0.11172 -0.11
C 4.03178 2.91465 1.18460 -0.51
F 5.39162 2.92964 1.17944 0.13
F 3.60522 4.16597 1.53246 0.12
F 3.65213 2.07711 2.21921 0.10
C 4.20085 1.65660 -0.98086 0.05
C 3.59084 1.14870 -2.12304 -0.10
C 4.38620 0.29914 -3.07878 -0.51
F 3.94817 -1.00835 -3.06759 0.11
F 4.27144 0.72929 -4.37041 0.13
F 5.71577 0.26863 -2.77357 0.12
C 2.25428 1.39409 -2.39374 0.07
S -0.76491 3.81868 -1.02114 1.09
H -3.72851 4.59969 -3.16413 0.09
H -3.72421 4.78903 -1.39051 0.08
H -2.62345 5.77400 -2.39713 0.08
H -2.57859 2.47293 -3.85652 0.11
H -0.27341 1.19704 -3.47583 0.11
H 1.56314 3.38011 0.31570 0.11
H 5.23567 1.44441 -0.76793 0.13
H 1.77583 0.96090 -3.27367 0.13
```

For the relative energy (zero: lowest compared OMol25 entry of this formula, charge and spin), the calculation gives 0.0 kJ/mol. Its net charge is 0. Its SMILES is CC1(C)OB(C(c2cccc(F)c2)c2cccc(F)c2)OC1(C)C.Cc1ccc(-c2cc(C(F)(F)F)cc(C(F)(F)F)c2)s1. The calculation puts the highest occupied orbital energy at -8.487 eV. The value obtained for the HOMO-LUMO gap is 8.11 eV. For the LUMO energy, the calculation gives -0.4 eV.

Q: The highest relative energy (zero: lowest compared OMol25 entry of this formula, charge and spin) belongs to which entry?
A: C32H28N6O2RhS2Se2

Q: Which of these has the lowest relative energy (zero: lowest compared OMol25 entry of this formula, charge and spin)?
A: C32H29BF8O2S

Q: Which value of net charge does entry 1 give?
A: +1